The following is a quantum chemistry calculation of C2H5N2S as an isolated structure, from the OMol25 dataset.

Geometry as XYZ:
```
10
Properties=species:S:1:pos:R:3:forces:R:3
C 1.394261 -0.694137 -0.098446 3.2 0.1 1.6
C -2.013969 0.798640 -0.011926 0.0 0.0 2.6
N 0.074169 -0.742728 -0.476782 0.0 -0.6 -1.5
N 1.697059 0.022120 0.865566 -2.4 1.6 1.2
S -0.786095 -0.002074 0.672800 -2.2 1.8 0.5
H 2.194493 -1.236059 -0.528452 0.0 -1.2 -1.5
H -2.365113 0.851044 -0.980357 0.2 -0.1 -2.5
H -2.734461 1.382222 0.614191 1.0 -0.9 0.2
H 0.022871 -0.532747 -1.462132 -1.0 -0.1 -0.4
H 2.516785 0.153721 1.405542 1.2 -0.5 -0.3
```
Positions in Å, forces in eV/Å.

Properties
Total energy, Eh: -586.540226
Relative energy (zero: lowest compared OMol25 entry of this formula, charge and spin), kcal/mol: 54.5
Gap between HOMO and LUMO, eV: 8.64
Net charge: +1
E_LUMO, eV: -6.03